(1)
Here is C9H21NO4 as an isolated structure from OMol25. Energies are from the ωB97M-V functional and the def2-TZVPD basis.

ORCA input file:
```
! RIJCOSX wB97M-V def2-TZVPD def2/J DEFGRID3
* xyz 0 1
H 0.92676 -2.10894 1.13236
C 1.57895 -1.30709 0.84322
H 0.45477 -1.18190 -2.07614
H 4.17179 -1.02046 0.93232
C -0.02995 -0.98335 -1.06757
C 2.12374 1.94212 0.45078
H 2.13535 -2.21238 -0.69178
H -1.24164 0.65900 1.52816
H 0.61375 1.20266 -1.09327
H -2.67970 1.72236 1.35036
H -4.39860 0.08062 1.76972
H -5.14268 0.17872 -0.60050
C -3.65555 -0.68414 1.37804
H -1.48067 1.52044 -0.03438
H 2.02417 3.52039 -0.50500
C 2.86968 -2.06575 0.26389
C -2.85402 -0.03653 0.25331
H -4.00177 2.05446 -0.73785
H 1.90225 -0.74997 1.64512
H -3.24566 0.33910 -1.89150
O -1.11973 -0.29210 -1.36146
C -1.98342 1.09026 0.87400
C -3.79344 0.71689 -0.75794
O 3.99743 -1.30997 -0.03650
H -4.25050 -1.51071 0.99778
H 3.14542 -3.02069 0.85958
O 2.63122 3.18440 0.11068
H -0.24758 -2.00147 -0.62399
H 1.18943 2.08308 1.01589
H -2.93005 -0.75427 2.17596
H 3.00063 1.37883 0.98044
C 1.52934 0.90198 -0.65061
N 0.85515 -0.37077 -0.09719
H 2.22777 0.84413 -1.55193
O -2.11783 -1.06659 -0.39068
*
```

Computed properties:
Kohn-Sham gap: 0.338 hartree

***

(2)
Here is C9H22ClI2N3OPPt as an isolated structure from OMol25. Energies are from the ωB97M-V functional and the def2-TZVPD basis.

ORCA input file:
```
! RIJCOSX wB97M-V def2-TZVPD def2/J DEFGRID3
* xyz 3 5
H -0.98514 -0.59126 -4.68979
H 1.93925 -2.96033 -1.91914
H 1.79346 3.15229 2.12702
C 0.82134 2.81141 2.55829
O 0.18822 -2.49111 0.62221
H -0.31763 -2.21647 -4.99936
H -2.01253 -0.16838 0.92490
I 2.73673 -1.58412 0.86241
H -0.84917 -0.80650 4.31234
H 1.71585 0.59603 -3.70578
H 2.37859 -0.93068 -4.36715
H -1.62332 -1.99943 -3.83007
H -2.03051 -1.03699 2.97163
N 0.01160 2.25774 1.47461
N -0.87404 0.72019 2.92951
I -1.31547 -5.08608 -0.32583
C 0.49204 -1.51593 0.00958
C 1.10292 -2.99382 -2.63623
H 1.01155 2.51080 -0.38406
Cl -1.34859 1.29214 -2.59992
H 0.28088 3.97119 0.35146
N -1.26589 0.45492 0.61306
H -2.24122 1.03732 4.47453
H 2.71999 -0.47176 -2.67575
C -1.46604 1.62201 3.92486
H -0.69459 1.97152 4.63788
H -1.94239 2.49725 3.44313
H -0.24402 -1.26133 2.67568
H 0.30156 3.70086 2.97275
C -0.72457 1.14779 1.61314
H -0.75958 2.69134 -0.42831
C 1.97225 -0.44378 -3.48032
C -0.73037 -1.55045 -4.24869
C 0.13942 2.89784 0.16018
H 0.29904 -3.64296 -2.22932
P 0.45940 -1.29296 -2.90292
C -1.01307 -0.69411 3.22560
H 1.44882 -3.39909 -3.60484
H 1.01674 2.01458 3.30569
Pt -0.39151 -0.20971 -1.16297
*
```

Computed properties:
Kohn-Sham gap (spin up / spin down): 0.302 / 0.114 hartree
expectation value of S²: 6.046

***

In order of appearance, energy relative to the best compared isomer or geometry (same formula, charge and spin) = 195.10, 4.00 kcal/mol.
In order of appearance, E_tot = -19343.94741, -57434.82140 eV.